# 1
CH3Br2N | ωB97M-V with the def2-TZVPD basis set

Last column: Löwdin charge in e.
Atoms and positions in Å:
C -0.41198 -0.49026 -0.25967  -0.33
H -0.12184 -0.86667 -1.17360  0.03
Br 0.39480 0.82911 2.10750  0.57
Br 1.38499 1.79445 -0.83552  0.45
H -1.30830 0.02785 -0.49085  0.05
N 0.65873 0.25070 0.33140  -0.93
H -0.59640 -1.54517 0.32074  0.15

Calculated values
maximum force = 3.17 eV/A
E_tot = -5242.58312 hartree
SMILES = CN(Br)Br
E_HOMO = -9.29 eV
energy above the lowest of the compared OMol25 structures with the same formula, charge and spin = 129.2 kJ/mol
2S+1 = 1
frontier orbital gap = 8.1 eV



# 2
C3H7PS2 | ωB97M-V with the def2-TZVPD basis set

Last column: Löwdin charge in e.
Atoms and positions in Å:
S -1.36853 -2.16642 0.13654  0.64
C -0.96494 1.14446 0.13593  -0.32
H -0.79369 2.08708 0.65099  0.03
H -1.64988 0.51772 0.70472  0.00
P 0.64908 0.31971 -0.06005  0.73
C 1.69621 1.90191 0.32173  -0.86
C 0.02683 -1.42008 -0.75860  -0.73
H -0.69038 -2.52685 1.22151  -0.16
H -1.39266 1.33605 -0.84900  0.05
S 3.12462 2.28734 -0.17647  0.59
H -0.34484 -1.22615 -1.76633  0.02
H 0.85083 -2.12541 -0.80126  0.01
H 0.85737 -0.12935 1.24029  0.00

Calculated values
maximum force = 1.75 eV/A
E_tot = -1256.11114 hartree
SMILES = C[P@H](=C=S)CS
E_HOMO = -7.40 eV
energy above the lowest of the compared OMol25 structures with the same formula, charge and spin = 233.6 kJ/mol
2S+1 = 1
frontier orbital gap = 7.1 eV



# 3
C20H19Cl2NO2 | ωB97M-V with the def2-TZVPD basis set

Last column: Löwdin charge in e.
Atoms and positions in Å:
H -3.06595 -3.41214 -4.80220  0.11
H -0.05617 1.22299 4.44653  0.13
C -0.33229 1.15391 3.38125  -0.15
C -1.78645 1.67254 3.19381  -0.14
H -2.91735 -1.44520 -3.25111  0.11
H 3.02807 0.31352 -1.05332  0.10
C 0.44260 1.17761 -0.70264  -0.07
H -3.27574 0.13564 3.47686  0.12
C 1.56283 2.95136 0.57610  -0.06
Cl -1.01391 -5.10374 -5.82514  0.67
H 1.37704 -0.30618 -1.92933  0.09
C 0.42029 0.11300 -1.60283  -0.11
H -3.20980 0.70945 1.80841  0.11
C 3.96470 3.00000 0.82165  -0.70
C 4.08845 1.83273 0.03955  -0.10
N -0.33950 -0.15989 2.75903  0.04
H -1.69645 0.03733 -1.85634  0.11
H 2.63646 4.46279 1.70838  0.11
H -0.52236 1.61048 -0.40675  0.11
H 1.37523 -1.95977 -3.01845  0.10
C -2.10555 -3.06765 -4.40794  -0.10
H 0.36895 -0.83023 3.04612  0.16
H 0.57885 3.38891 0.76560  0.11
O -1.57940 -1.70626 4.68198  0.12
Cl 5.37794 3.71442 1.47263  0.67
C 0.40829 -2.26136 -3.41634  -0.02
H -1.64052 -1.20203 1.44079  0.13
H 0.39810 1.72428 2.78697  0.10
H -1.74820 2.47730 2.44221  0.10
C -1.78391 -2.19722 3.59794  -0.50
C -0.74383 -0.43427 -2.13388  -0.06
C -1.56722 -0.58697 2.34849  -0.16
H 5.06621 1.39493 -0.15582  0.10
H -2.20997 2.05354 4.13495  0.11
C -0.93052 -3.75568 -4.77497  -0.70
C -0.76350 -1.54902 -3.03169  -0.24
C 2.70082 3.56575 1.08661  -0.11
O -2.03574 -2.98689 2.75780  0.15
C 0.32885 -3.35133 -4.28472  -0.10
H 1.23480 -3.88575 -4.56734  0.10
C 2.93792 1.22530 -0.46748  -0.03
C 1.64902 1.77275 -0.21416  -0.25
C -2.01311 -1.98091 -3.54864  -0.04
C -2.60800 0.47195 2.67743  -0.13

Calculated values
maximum force = 2.20 eV/A
E_tot = -1898.99659 hartree
E_HOMO = -5.44 eV
energy above the lowest of the compared OMol25 structures with the same formula, charge and spin = 511.0 kJ/mol
2S+1 = 1
frontier orbital gap = 2.9 eV



# 4
C25H46BrNO7PS | ωB97M-V with the def2-TZVPD basis set

Last column: Löwdin charge in e.
Atoms and positions in Å:
H 0.97935 -3.96413 0.19346  0.06
C 0.20596 -1.56717 1.32406  -0.23
H 2.22385 -3.50403 -1.05141  0.08
H -2.13947 0.34562 2.63229  0.13
C 0.95654 -0.31169 3.22666  -0.21
H 1.43442 5.95770 -2.10755  0.08
H 2.68517 -4.04945 0.60592  0.08
C -1.41278 -0.38569 3.00180  -0.02
C 1.77893 5.34141 -2.93871  -0.07
C 2.82647 0.68035 4.35477  -0.04
H -3.59926 -1.35599 0.67900  0.09
O -2.08980 -2.03855 4.65949  -0.05
H 0.72640 3.61088 -2.25690  0.11
H -0.28480 -1.54772 -5.14002  0.08
N -0.11222 -0.40149 2.17731  -0.10
H -2.28070 -0.92984 -2.14561  0.07
O 2.14105 -0.91012 -0.48695  -0.30
H -5.59279 0.89689 0.12331  0.08
Br -2.93283 1.79310 -1.49775  0.80
H -4.11373 -0.71143 -0.96237  0.09
C -0.63744 -2.00144 -1.20603  -0.17
H 3.53752 1.49490 4.46805  0.13
H 4.39091 1.93439 -2.70375  0.08
H -1.67691 -2.11135 0.58342  0.13
H 1.14226 5.52651 -3.80465  0.09
S 1.88377 -1.78833 0.62858  0.69
H -1.39556 -4.52439 -3.30444  0.08
H 3.46621 4.12332 -4.65326  0.11
O -1.53894 3.19559 1.10482  -0.26
H 4.49649 3.66398 -2.38911  0.07
H -2.07229 -3.00271 4.69410  0.10
C 3.36968 3.14371 -4.17444  -0.28
H -0.76823 0.42480 -0.85427  0.11
C -1.89658 -1.95850 -2.11352  -0.18
C 2.04944 -1.43918 5.04036  -0.04
H -3.22932 -1.53173 3.05772  0.13
H 2.38667 3.67818 -1.68849  0.10
H -1.21324 3.22233 3.45457  0.11
C -3.84906 -0.48040 0.07182  -0.28
C 1.84804 0.71387 3.38402  -0.02
H 0.01049 -2.55152 1.76241  0.13
C 1.74382 3.87203 -2.55818  -0.29
H 2.12775 -2.29803 5.70300  0.12
H 3.69079 -0.40971 6.00136  0.12
P -0.41124 2.46708 1.68226  0.49
H -0.37529 -3.06608 -1.17905  0.10
H 3.43849 2.40092 -4.96967  0.12
C -1.26280 0.11397 0.07252  -0.23
C -2.16006 -1.69990 3.26486  -0.20
C 4.49384 2.91138 -3.18002  -0.08
C -2.73913 0.60758 0.05702  -0.64
H 1.82881 1.57804 2.72297  0.10
O 0.93740 3.19631 1.17811  -0.09
O 2.95592 -1.69086 1.58077  -0.28
C -5.10671 0.14652 0.74999  -0.09
H -2.69355 -2.58450 -1.67929  0.12
H -2.96797 1.25019 0.91185  0.05
H 0.65941 0.70881 0.59052  0.12
C -0.27937 0.69494 1.17668  -0.19
H 5.45935 2.95799 -3.68430  0.08
H 0.20526 -3.66595 -3.24447  0.07
H 0.44120 -2.27443 3.99143  0.12
H -2.57928 -2.59145 -4.02192  0.13
H 2.78742 5.66700 -3.19867  0.07
O 2.07320 2.99444 -3.61692  -0.16
C 1.95501 -3.49823 0.00578  -0.09
H -1.14343 0.01381 3.98469  0.15
C 1.08775 -1.40136 4.07312  -0.04
O -0.47958 2.60888 3.27780  -0.10
H -4.82677 0.57654 1.72410  0.07
H -1.83432 -0.75058 -4.95632  0.08
H 1.48717 2.60625 0.64040  0.08
H -0.62476 -0.41433 -3.73943  0.07
H -5.77905 -0.68812 0.99190  0.08
C -0.79018 -3.69520 -3.70100  -0.08
C 2.94292 -0.38434 5.21493  -0.03
C -1.00845 -1.20806 -4.39304  -0.05
C -0.91664 -1.41857 0.19814  -0.19
H 0.11740 -1.43528 -1.76834  0.12
C -1.60002 -2.39244 -3.56137  -0.40
H -1.86787 -2.58283 2.68383  0.12
H -0.69013 -3.90311 -4.77478  0.08

Calculated values
maximum force = 4.09 eV/A
E_tot = -4874.90417 hartree
E_HOMO = -11.43 eV
energy above the lowest of the compared OMol25 structures with the same formula, charge and spin = 0.0 kJ/mol
net charge = +1
2S+1 = 1
frontier orbital gap = 8.7 eV



# 5
C30H46O2P4W | ωB97M-V with the def2-TZVPD basis set

Last column: Löwdin spin population.
Atoms and positions in Å:
H 2.39527 -2.88248 -1.58081  0.00
H -2.06652 -4.14537 -1.46734  0.00
C 1.55369 -0.30718 2.93917  0.21
H 3.73095 1.63775 -1.11229  0.00
C -3.14137 0.14855 4.86837  0.00
H -1.48917 -1.92823 -3.72776  0.00
C -1.39186 0.20801 -3.91555  0.00
H 4.68162 -0.72832 0.14206  0.00
C -3.12364 -2.21318 0.59185  0.00
H -3.86356 -1.41159 0.74639  0.00
H -2.70767 4.10872 -2.45656  0.00
H 4.34830 0.58938 5.47137  0.01
H 3.29122 1.22433 -2.78328  0.00
C 2.39230 -1.31680 3.44748  0.07
H -3.58222 -3.20616 0.44317  0.00
C 0.53150 -1.24053 -3.62949  0.05
H -2.46650 0.35169 -3.89547  0.00
H 4.01273 -1.77082 4.75236  0.00
C -2.55136 3.05465 -2.18775  0.00
C 0.30257 -2.50990 1.62088  0.02
H 1.05439 1.80463 2.98557  0.00
H 0.30407 3.79431 -3.49789  0.00
P 0.19251 -0.68428 1.76839  0.16
C 3.37359 -0.97956 4.37776  0.06
C -1.76352 -1.44330 3.66775  0.01
C -2.56245 1.19272 4.14487  0.00
H 0.39377 -2.99055 2.60238  0.00
C -0.84884 -1.06617 -3.73934  0.00
W 0.03076 0.32667 -2.26609  0.60
H 1.19690 -2.74393 1.02155  0.00
H -1.36160 4.83389 -0.28960  0.00
H -3.35871 -1.73688 -3.14506  0.00
O 1.36756 1.91779 0.29839  0.07
C -1.61092 -0.21596 -0.75213  0.03
H -2.74441 2.41006 -3.05294  0.00
P -2.31237 -1.90991 -0.96493  0.00
C 1.71607 1.02602 3.36076  0.09
H 3.16097 -2.07037 -2.96773  0.00
H -1.45528 -2.47755 3.50180  0.00
H -0.58736 -2.90415 1.11245  0.00
H 1.29962 3.87460 -2.02510  0.00
C -0.53747 1.30369 -4.10916  0.03
C -1.60813 0.93211 3.16498  0.00
O -2.14235 0.64912 -0.04766  0.06
H -4.02818 -0.52886 -1.99183  0.00
P -0.85501 2.87161 -1.55545  0.00
H -2.87147 2.21568 4.32295  0.00
C 0.85572 1.12943 -4.04673  0.05
C 3.13681 -2.11945 -1.87315  0.00
C 0.28251 3.99894 -2.42315  0.00
H 2.84868 2.36010 4.57745  0.00
H 4.12201 -2.41506 -1.48146  0.00
C 1.38198 -0.15345 -3.86247  0.03
H -0.82748 -3.26209 -2.36874  0.00
H -0.58899 -3.59924 -0.65603  0.00
C 3.54752 0.33883 4.78541  0.24
H -3.24407 2.75794 -1.38831  0.00
H -0.96144 2.26470 -4.35023  0.00
P 2.65617 -0.51207 -1.12967  -0.01
H 3.45198 0.22692 1.05205  0.00
H 2.28884 -2.35613 3.12324  0.00
H 1.52411 1.97872 -4.13666  0.01
C -2.73797 -1.16022 4.62548  0.01
H 0.93330 -2.21580 -3.38761  0.00
H -4.42494 -2.27599 -1.80209  0.00
H -2.41605 -2.20489 1.43098  0.00
H -1.16465 1.75446 2.59994  0.00
H -3.18849 -1.98693 5.16531  0.00
C -3.65005 -1.56010 -2.10555  0.00
H -1.82476 3.34220 0.63262  0.00
C -1.19633 -0.39391 2.92817  0.06
C 0.84443 1.22823 -0.53865  0.09
H 3.31549 -1.55866 0.98326  0.00
H -3.92433 0.35417 5.59728  0.00
C -1.04706 3.81207 0.00642  0.00
H 4.71764 0.42423 -2.02002  0.00
H -0.06059 5.02220 -2.22887  0.00
C 3.70632 0.82109 -1.85120  0.01
C -1.33910 -3.32491 -1.40356  0.00
H -0.09033 3.85312 0.55276  0.00
C 3.61494 -0.66054 0.42467  0.00
C 2.71302 1.33130 4.28041  0.04
H 2.44677 -0.30320 -3.90276  0.00

Calculated values
maximum force = 9.62 eV/A
E_tot = -2752.09720 hartree
E_HOMO (alpha / beta) = -18.97 / -18.83 eV
energy above the lowest of the compared OMol25 structures with the same formula, charge and spin = 0.0 kJ/mol
net charge = +4
2S+1 = 3
<S²> = 2.034
frontier orbital gap (alpha / beta) = 6.0 / 4.2 eV



# 6
C3H8N2O2 | ωB97M-V with the def2-TZVPD basis set

Last column: Löwdin charge in e.
Atoms and positions in Å:
H 0.97706 0.34140 -1.01939  0.06
C -0.21768 1.05392 0.52595  -0.23
C -0.56069 -1.61602 0.32472  0.09
H -0.07873 -1.86395 -0.63245  0.09
O -3.12390 -0.72209 -0.21262  0.04
H -0.00720 1.13895 1.52501  0.08
H 1.16359 2.13934 -0.87656  0.08
N -1.04666 -0.06239 0.18433  -0.06
H -1.34105 -2.18815 0.60588  0.03
N -2.35860 0.22582 -0.09268  -0.43
H 0.15792 -1.51081 1.10519  0.07
C 1.10118 1.18169 -0.32666  -0.05
H -0.82202 1.97466 0.42305  0.12
O -2.70260 1.38326 -0.16346  0.05
H 1.90537 1.00283 0.38497  0.06

Calculated values
maximum force = 5.90 eV/A
E_tot = -378.94164 hartree
SMILES = CCN(C)[N+](=O)[O-]
E_HOMO = -9.96 eV
energy above the lowest of the compared OMol25 structures with the same formula, charge and spin = 523.4 kJ/mol
2S+1 = 1
frontier orbital gap = 10.7 eV



> Which of these has the lowest E_tot?

CH3Br2N



> Which value of energy above the lowest of the compared OMol25 structures with the same formula, charge and spin does entry 1 give?

129.2 kJ/mol



> Among the records above, which one has the highest 2S+1?

C30H46O2P4W



> What is the maximum force in the second record?

1.75 eV/A